The following is a quantum chemistry calculation of 3 unconnected molecules or ions with the total composition C5H16N2O2, from the OMol25 dataset.

Its net charge is +1. As for the multiplicity: 2. The highest occupied orbital energy (spin up / spin down) is -13.7994 / -13.7520 eV. Its expectation value of S² is 0.768. The orbital gap (spin up / spin down) comes out at 9.933 / 6.062 eV. The calculation puts the relative energy (zero: lowest compared OMol25 entry of this formula, charge and spin) at 0.389 eV. The calculation puts the total energy at -459.73608 hartree. As for the LUMO energy (spin up / spin down): -3.87 / -7.69 eV.

Cartesian coordinates (Å):
C: -1.262 1.701 -0.517
C: -0.817 1.136 0.915
C: 0.616 0.657 1.019
C: 1.565 1.615 1.223
C: -0.099 -1.623 1.578
N: 0.905 -0.723 1.028
N: -0.789 0.868 -1.541
H: -2.343 1.602 -0.504
H: -1.039 2.756 -0.554
H: -1.088 2.017 1.583
H: -1.488 0.289 1.114
H: 1.290 2.644 1.363
H: 2.621 1.406 1.373
H: -1.150 -1.302 1.637
H: 0.034 -1.911 2.607
H: -0.282 -2.318 0.728
H: 1.730 -0.920 1.585
H: -0.073 1.247 -2.141
H: -1.455 0.501 -2.219
H: -0.089 -2.464 -1.733
H: -0.745 -1.325 -1.117
O: -0.932 -2.260 -1.286
H: 1.614 -0.569 -2.522
H: 1.597 -1.522 -1.329
O: 1.679 -1.500 -2.292



The following is a quantum chemistry calculation of 16 unconnected molecules or ions with the total composition C64H176N16O16, from the OMol25 dataset.

Its net charge is 0. The highest occupied orbital energy is -9.0609 eV. The orbital gap comes out at 8.965 eV. The calculation puts the relative energy (zero: lowest compared OMol25 entry of this formula, charge and spin) at 9.241 eV. The calculation puts the total energy at -4623.34542 hartree. As for the LUMO energy: -0.10 eV.

Cartesian coordinates (Å):
C: 15.876 -3.719 35.010
C: 15.200 -4.621 33.969
C: 14.586 -5.849 34.616
O: 13.598 -5.579 35.569
C: 13.870 -5.827 36.957
N: 14.320 -3.813 33.179
H: 16.338 -2.818 34.607
H: 16.655 -4.289 35.517
H: 15.230 -3.426 35.837
H: 15.944 -4.949 33.244
H: 15.437 -6.389 35.031
H: 14.089 -6.546 33.942
H: 13.804 -6.866 37.281
H: 13.150 -5.208 37.492
H: 14.858 -5.428 37.190
H: 14.806 -2.999 32.830
H: 13.575 -3.489 33.778
C: 10.555 -9.737 19.280
C: 11.039 -8.317 19.221
C: 10.647 -7.542 17.986
O: 11.404 -7.952 16.854
C: 11.448 -7.023 15.759
N: 10.516 -7.677 20.424
H: 10.856 -10.300 20.163
H: 11.042 -10.255 18.455
H: 9.497 -9.963 19.145
H: 12.117 -8.407 19.358
H: 10.963 -6.510 18.143
H: 9.574 -7.575 17.797
H: 10.441 -6.778 15.423
H: 11.941 -7.554 14.944
H: 12.119 -6.170 15.862
H: 9.519 -7.566 20.308
H: 10.691 -8.246 21.240
C: 10.971 -13.075 27.316
C: 10.209 -12.095 26.523
C: 8.963 -11.387 27.085
O: 7.887 -12.294 27.114
C: 6.782 -11.709 27.776
N: 11.150 -11.159 25.868
H: 11.391 -12.552 28.175
H: 11.751 -13.548 26.719
H: 10.393 -13.869 27.789
H: 9.837 -12.758 25.741
H: 8.864 -10.580 26.360
H: 9.175 -10.931 28.053
H: 6.389 -10.815 27.292
H: 7.013 -11.429 28.805
H: 5.960 -12.421 27.848
H: 11.636 -10.567 26.526
H: 11.923 -11.648 25.439
C: 20.779 -8.431 35.185
C: 20.039 -9.588 35.926
C: 19.695 -10.803 35.013
O: 18.772 -11.643 35.756
C: 18.666 -12.954 35.125
N: 20.911 -10.034 37.021
H: 20.951 -7.606 35.876
H: 20.165 -7.908 34.452
H: 21.696 -8.671 34.648
H: 19.100 -9.235 36.351
H: 20.631 -11.256 34.686
H: 19.158 -10.417 34.146
H: 19.604 -13.406 34.805
H: 18.248 -12.702 34.150
H: 17.949 -13.606 35.625
H: 21.003 -9.199 37.582
H: 20.357 -10.628 37.622
C: 0.419 -5.525 25.367
C: 1.629 -4.657 25.818
C: 2.964 -5.381 25.694
O: 4.009 -4.593 26.260
C: 5.291 -5.191 26.187
N: 1.597 -3.441 24.919
H: 0.590 -5.790 24.323
H: -0.554 -5.100 25.612
H: 0.430 -6.499 25.857
H: 1.386 -4.412 26.851
H: 3.066 -5.503 24.615
H: 2.902 -6.378 26.129
H: 5.192 -6.089 26.798
H: 6.052 -4.472 26.487
H: 5.585 -5.572 25.209
H: 2.182 -2.686 25.247
H: 1.930 -3.815 24.041
C: 12.121 2.519 23.297
C: 11.188 1.253 23.288
C: 11.806 0.030 24.051
O: 10.835 -0.993 24.283
C: 10.554 -1.900 23.122
N: 9.890 1.668 23.786
H: 13.119 2.254 22.947
H: 12.086 3.049 24.248
H: 11.712 3.304 22.660
H: 11.025 0.935 22.258
H: 12.256 0.262 25.017
H: 12.661 -0.359 23.498
H: 11.421 -2.017 22.473
H: 9.744 -1.515 22.502
H: 10.280 -2.897 23.465
H: 9.253 0.913 23.571
H: 9.923 1.633 24.794
C: 9.687 -10.333 35.103
C: 9.570 -10.631 33.604
C: 9.593 -12.129 33.165
O: 10.567 -12.939 33.892
C: 11.950 -12.606 33.623
N: 8.383 -10.002 33.098
H: 9.538 -9.267 35.274
H: 10.668 -10.611 35.487
H: 8.985 -10.867 35.744
H: 10.381 -10.098 33.107
H: 9.866 -12.246 32.116
H: 8.598 -12.572 33.215
H: 12.260 -12.876 32.614
H: 12.637 -13.065 34.335
H: 12.226 -11.610 33.967
H: 7.652 -10.448 33.634
H: 8.392 -9.042 33.413
C: 13.841 -6.193 26.258
C: 12.859 -6.483 27.437
C: 13.409 -7.160 28.659
O: 13.938 -8.467 28.242
C: 14.564 -9.185 29.208
N: 12.334 -5.249 27.879
H: 14.278 -7.133 25.923
H: 14.631 -5.456 26.400
H: 13.316 -5.844 25.368
H: 12.043 -7.012 26.945
H: 12.593 -7.284 29.371
H: 14.199 -6.554 29.103
H: 13.813 -9.560 29.904
H: 15.253 -8.619 29.835
H: 15.107 -10.068 28.870
H: 13.013 -4.839 28.505
H: 12.324 -4.557 27.143
C: 19.015 -19.191 34.006
C: 17.438 -19.198 33.997
C: 16.798 -19.008 32.618
O: 17.082 -17.736 32.097
C: 16.345 -17.342 30.916
N: 16.840 -20.363 34.580
H: 19.427 -20.053 33.481
H: 19.564 -19.063 34.939
H: 19.274 -18.295 33.441
H: 17.069 -18.399 34.640
H: 15.741 -19.258 32.705
H: 17.184 -19.734 31.902
H: 16.440 -18.017 30.066
H: 16.673 -16.397 30.482
H: 15.284 -17.219 31.136
H: 16.951 -21.204 34.032
H: 15.845 -20.185 34.576
C: 23.730 -15.726 33.688
C: 24.386 -14.799 32.608
C: 23.514 -14.856 31.301
O: 22.229 -14.289 31.505
C: 21.264 -14.289 30.477
N: 24.466 -13.476 33.182
H: 23.555 -16.720 33.276
H: 22.704 -15.371 33.787
H: 24.259 -15.754 34.641
H: 25.371 -15.192 32.353
H: 23.507 -15.860 30.876
H: 23.938 -14.213 30.530
H: 20.383 -13.929 31.008
H: 21.185 -15.265 29.998
H: 21.533 -13.537 29.735
H: 24.894 -13.454 34.097
H: 23.539 -13.138 33.400
C: 14.711 0.200 18.300
C: 15.150 -0.815 17.255
C: 14.851 -2.223 17.764
O: 15.678 -2.532 18.914
C: 15.550 -3.922 19.276
N: 14.444 -0.508 15.980
H: 14.756 1.132 17.736
H: 15.360 0.274 19.173
H: 13.710 0.052 18.704
H: 16.218 -0.691 17.081
H: 15.139 -2.858 16.926
H: 13.821 -2.489 18.002
H: 16.146 -4.165 20.156
H: 15.951 -4.547 18.478
H: 14.539 -4.250 19.515
H: 14.759 0.437 15.808
H: 14.922 -1.001 15.239
C: 15.311 1.681 33.710
C: 16.646 1.890 32.947
C: 16.625 1.690 31.383
O: 16.223 0.301 31.137
C: 16.311 -0.089 29.789
N: 17.037 3.265 33.383
H: 14.503 2.287 33.299
H: 15.309 1.824 34.791
H: 15.012 0.657 33.486
H: 17.289 1.119 33.372
H: 17.652 1.875 31.069
H: 16.054 2.351 30.731
H: 15.353 -0.153 29.273
H: 16.740 -1.088 29.712
H: 16.947 0.542 29.169
H: 18.043 3.323 33.315
H: 16.873 3.456 34.361
C: 17.540 -11.769 23.815
C: 17.335 -13.243 24.176
C: 16.490 -14.065 23.142
O: 15.176 -13.572 22.981
C: 14.299 -14.499 22.387
N: 18.639 -13.761 24.434
H: 18.185 -11.185 24.471
H: 16.560 -11.294 23.835
H: 17.994 -11.725 22.825
H: 16.770 -13.235 25.108
H: 16.404 -15.113 23.429
H: 16.937 -14.145 22.151
H: 14.032 -15.345 23.019
H: 14.857 -14.892 21.537
H: 13.352 -14.098 22.026
H: 19.267 -13.793 23.644
H: 18.621 -14.755 24.610
C: 8.770 -1.472 35.185
C: 9.621 -2.748 35.080
C: 9.336 -3.512 33.731
O: 7.980 -3.958 33.506
C: 7.746 -4.491 32.209
N: 10.989 -2.302 35.211
H: 9.085 -0.784 35.970
H: 7.727 -1.731 35.364
H: 8.836 -0.915 34.250
H: 9.348 -3.386 35.922
H: 9.893 -4.447 33.782
H: 9.782 -3.086 32.832
H: 7.999 -3.772 31.430
H: 6.770 -4.903 31.953
H: 8.474 -5.263 31.958
H: 11.483 -3.139 35.484
H: 11.184 -1.784 36.055
C: 25.188 -6.945 29.876
C: 24.878 -8.193 30.709
C: 23.564 -8.771 30.125
O: 22.468 -7.721 30.229
C: 21.176 -8.162 29.756
N: 25.985 -9.161 30.795
H: 25.305 -7.200 28.822
H: 26.120 -6.507 30.234
H: 24.423 -6.169 29.872
H: 24.746 -7.908 31.753
H: 23.265 -9.677 30.653
H: 23.652 -9.121 29.097
H: 21.280 -8.335 28.685
H: 20.487 -7.321 29.836
H: 20.772 -9.076 30.192
H: 26.781 -8.885 31.352
H: 25.699 -9.995 31.287
C: 24.452 -4.284 24.795
C: 23.698 -5.576 24.437
C: 22.267 -5.642 25.058
O: 21.612 -4.452 24.666
C: 20.372 -4.315 25.257
N: 23.678 -5.716 22.957
H: 25.527 -4.313 24.618
H: 24.292 -4.174 25.868
H: 24.081 -3.355 24.362
H: 24.345 -6.356 24.839
H: 22.322 -5.604 26.146
H: 21.811 -6.557 24.680
H: 20.246 -4.665 26.281
H: 19.720 -4.877 24.588
H: 20.126 -3.253 25.264
H: 23.348 -6.635 22.700
H: 22.850 -5.208 22.681



The following is a quantum chemistry calculation of a molecular structure, C3H3LiMnO2, from the OMol25 dataset.

Its net charge is +1. As for the multiplicity: 7. The highest occupied orbital energy (spin up / spin down) is -10.7101 / -13.1821 eV. Its expectation value of S² is 12.065. The orbital gap (spin up / spin down) comes out at 5.691 / 8.037 eV. The calculation puts the total energy at -1424.70483 hartree. As for the LUMO energy (spin up / spin down): -5.02 / -5.15 eV.

Cartesian coordinates (Å):
O: -0.367 0.964 -1.855
Li: 0.292 2.105 -0.640
C: -1.710 -0.241 -3.800
C: -1.537 1.092 -3.202
O: -1.350 0.197 -5.087
C: -1.044 1.518 -4.581
H: -2.353 1.630 -2.701
H: 0.034 1.728 -4.644
H: -1.618 2.298 -5.103
Mn: -0.091 -0.903 -1.946



The following is a quantum chemistry calculation of a molecular structure, C27H58MgO4P2Si, from the OMol25 dataset.

Its net charge is 0. The highest occupied orbital energy (spin up / spin down) is -4.9658 / -4.9653 eV. The orbital gap (spin up / spin down) comes out at 4.192 / 4.191 eV. The calculation puts the relative energy (zero: lowest compared OMol25 entry of this formula, charge and spin) at 0.026 eV. The calculation puts the total energy at -2536.66545 hartree. As for the LUMO energy (spin up / spin down): -0.77 / -0.77 eV.

Cartesian coordinates (Å):
P: -0.405 5.014 1.815
P: -3.298 2.999 0.210
C: -1.948 5.385 1.021
C: -3.093 4.427 1.350
H: -1.543 5.333 -0.115
H: -2.226 6.435 1.208
H: -3.053 4.065 2.389
H: -4.043 4.973 1.260
C: -4.453 3.720 -1.007
H: -4.608 3.005 -1.827
H: -4.053 4.662 -1.410
H: -5.401 3.926 -0.496
C: -4.210 1.656 0.991
H: -5.280 1.903 0.877
H: -3.981 1.593 2.069
H: -4.011 0.688 0.499
C: 0.566 6.399 1.028
H: 1.643 6.193 1.140
H: 0.333 7.337 1.556
H: 0.333 6.546 -0.040
C: -0.492 5.811 3.452
H: -1.399 5.513 3.992
H: -0.514 6.903 3.315
H: 0.401 5.544 4.033
Mg: -0.538 -1.055 0.958
C: -1.806 3.234 -0.927
C: -0.914 4.419 -1.041
C: 0.581 4.126 -1.096
C: 1.411 3.449 0.059
C: 1.057 3.770 1.459
C: -0.142 3.298 2.146
C: -0.992 2.164 1.449
C: -1.114 2.023 -0.138
C: 1.269 -0.323 1.865
H: -2.119 2.892 -1.936
H: -1.142 4.979 -1.960
H: 1.129 5.059 -1.295
H: 0.727 3.521 -2.010
H: 1.463 2.354 -0.046
H: 2.453 3.793 -0.091
H: 1.894 4.013 2.124
H: -0.035 3.107 3.231
H: -1.996 2.222 1.935
H: -0.561 1.213 1.813
H: -0.158 1.779 -0.601
H: -1.706 1.111 -0.348
H: 2.058 -1.055 2.113
H: 1.212 0.387 2.715
H: 1.628 0.193 0.949
C: 3.781 -2.089 -0.593
C: 3.248 -2.537 -1.949
C: 2.893 -1.373 -2.871
C: 4.283 -3.446 -2.612
O: 2.049 -3.332 -1.770
Si: 0.688 -3.017 -0.879
O: -0.015 -1.569 -0.879
O: -0.319 -4.214 -1.421
C: -0.128 -5.214 -2.462
C: 0.181 -4.580 -3.815
C: 0.975 -6.200 -2.101
C: -1.458 -5.956 -2.528
O: 1.132 -3.256 0.719
C: 0.330 -3.844 1.844
C: -0.939 -3.020 2.116
C: -0.052 -5.255 1.424
C: 1.252 -3.786 3.061
H: 4.763 -1.605 -0.732
H: 3.933 -2.963 0.055
H: 3.114 -1.373 -0.093
H: 3.750 -0.692 -2.977
H: 2.644 -1.770 -3.865
H: 2.023 -0.820 -2.489
H: 4.530 -4.306 -1.975
H: 3.945 -3.812 -3.590
H: 5.202 -2.867 -2.767
H: 1.189 -4.146 -3.836
H: 0.135 -5.363 -4.591
H: -0.556 -3.810 -4.072
H: 0.783 -6.677 -1.132
H: 0.977 -6.991 -2.868
H: 1.965 -5.728 -2.098
H: -1.654 -6.466 -1.576
H: -2.277 -5.258 -2.737
H: -1.417 -6.709 -3.326
H: -1.557 -2.909 1.198
H: -1.582 -3.563 2.821
H: -0.719 -2.054 2.650
H: 0.833 -5.850 1.159
H: -0.584 -5.765 2.243
H: -0.723 -5.218 0.555
H: 2.204 -4.298 2.862
H: 1.475 -2.743 3.322
H: 0.777 -4.259 3.936



The following is a quantum chemistry calculation of 4 unconnected molecules or ions with the total composition C6H21NO4, from the OMol25 dataset.

Its net charge is 0. The highest occupied orbital energy is -9.4352 eV. The orbital gap comes out at 10.008 eV. The calculation puts the relative energy (zero: lowest compared OMol25 entry of this formula, charge and spin) at 4.400 eV. The calculation puts the total energy at -596.76664 hartree. The SMILES is CCCN[C@@H](C)CO.O.O.O. As for the LUMO energy: 0.57 eV.

Cartesian coordinates (Å):
C: 2.536 0.517 0.310
C: 3.138 -0.848 0.739
C: 1.001 0.801 0.524
N: 0.176 -0.352 0.915
C: -1.406 -2.109 0.149
C: -1.069 -0.548 0.024
C: -2.003 0.491 0.640
O: -2.143 1.653 -0.121
H: 3.140 1.212 0.976
H: 2.664 0.825 -0.767
H: 2.479 -1.701 0.465
H: 3.129 -1.371 1.708
H: 4.169 -0.867 0.141
H: 0.918 1.537 1.354
H: 0.568 1.221 -0.387
H: 0.756 -1.123 0.748
H: -0.671 -2.794 -0.259
H: -1.795 -2.401 1.076
H: -2.228 -2.498 -0.599
H: -0.850 -0.201 -1.101
H: -1.677 0.859 1.676
H: -3.109 0.034 0.541
H: -1.362 2.269 -0.111
H: 1.775 -0.926 -3.910
H: 1.442 0.068 -2.665
O: 1.844 -0.102 -3.545
H: -2.044 1.543 -2.059
H: -1.017 2.616 -2.365
O: -1.285 1.679 -2.512
H: -0.545 -1.599 4.206
H: -0.389 -0.822 2.743
O: -0.888 -1.136 3.410



The following is a quantum chemistry calculation of 2 unconnected molecules or ions with the total composition C10H14N3O2, from the OMol25 dataset.

Its net charge is +1. The highest occupied orbital energy is -11.2477 eV. The orbital gap comes out at 6.441 eV. The calculation puts the relative energy (zero: lowest compared OMol25 entry of this formula, charge and spin) at 7.804 eV. The calculation puts the total energy at -703.63945 hartree. As for the LUMO energy: -4.81 eV.

Cartesian coordinates (Å):
C: -0.078 -1.322 -0.251
C: 1.742 0.601 0.184
C: 1.366 -0.866 0.128
C: 0.802 1.521 -0.136
C: -0.652 -0.158 -0.418
C: -0.313 -3.818 -0.134
C: -5.392 1.242 0.975
C: -0.515 -2.585 -0.628
C: 0.918 2.933 -0.265
C: 3.219 0.867 0.034
N: -0.501 1.047 -0.366
N: 2.319 -1.789 0.149
N: -3.631 0.529 -0.425
O: 3.984 0.148 1.024
O: -4.200 1.242 0.468
H: -1.064 -4.559 -0.491
H: 0.453 -4.145 0.592
H: -5.866 2.022 1.500
H: -6.050 0.502 0.567
H: -1.411 -2.417 -1.341
H: 1.786 3.380 0.181
H: 0.947 3.346 -1.303
H: -0.008 3.330 0.141
H: 3.503 0.620 -0.946
H: 3.456 1.921 0.107
H: 2.135 -2.674 -0.202
H: 3.261 -1.474 0.048
H: -4.264 -0.129 -0.933
H: 4.056 0.688 1.740



| no. | largest force on an atom (eV/Å) |
| --- | --- |
| 1 | 4.5 |
| 2 | 2.6 |
| 3 | 2.7 |
| 4 | 5.0 |
| 5 | 6.9 |
| 6 | 4.7 |